# 1
The following is a quantum chemistry calculation of C47H50GeInN3O4Sb2 as an isolated structure, from the OMol25 dataset.

```
! RIJCOSX wB97M-V def2-TZVPD def2/J DEFGRID3
* xyz -2 1
In -0.832 0.610 -0.218
O 1.162 0.472 0.706
C 0.718 1.113 1.894
C 1.788 2.044 2.403
C 2.166 2.103 3.691
C 1.629 1.200 4.678
C 0.750 0.229 4.292
C 0.281 0.110 2.967
C -0.687 -0.828 2.615
N -1.307 -0.839 1.456
C -2.272 -1.824 1.078
C -2.030 -2.222 -0.397
N -1.758 -1.082 -1.244
C -2.753 -0.705 -2.100
C -2.375 0.227 -3.227
C -3.257 0.282 -4.303
C -3.101 1.169 -5.352
C -2.022 2.051 -5.319
C -1.129 2.010 -4.273
C -1.260 1.105 -3.189
O -0.336 1.116 -2.267
H 2.237 2.671 1.635
H 2.904 2.834 4.013
H 1.944 1.292 5.711
H 0.382 -0.485 5.028
H -0.960 -1.588 3.362
H -3.277 -1.378 1.131
H -2.252 -2.719 1.721
H -2.904 -2.783 -0.760
H -1.154 -2.883 -0.433
H -3.298 -1.572 -2.505
H -4.111 -0.389 -4.287
H -3.805 1.183 -6.176
H -1.890 2.775 -6.116
H -0.278 2.680 -4.237
C 1.808 -2.099 -5.862
Sb 1.289 -2.807 -3.860
C 0.247 -4.540 -4.709
C 3.225 -3.905 -3.745
C 3.105 -4.969 -2.722
C 2.718 -6.243 -3.144
C 2.475 -7.281 -2.258
C 2.594 -7.043 -0.899
C 3.019 -5.800 -0.461
C 3.311 -4.744 -1.334
C 3.873 -3.496 -0.767
Sb 2.498 -1.710 -0.199
C 3.893 -1.299 1.437
C 1.443 -3.086 1.093
H 2.392 -2.852 -6.391
H 2.385 -1.179 -5.766
H 0.891 -1.883 -6.409
H 0.781 -4.939 -5.572
H -0.747 -4.212 -5.018
H 0.145 -5.315 -3.949
H 3.982 -3.156 -3.505
H 3.422 -4.319 -4.734
H 2.602 -6.416 -4.209
H 2.189 -8.259 -2.626
H 2.381 -7.829 -0.183
H 3.129 -5.626 0.604
H 4.619 -3.062 -1.436
H 4.359 -3.719 0.184
H 4.159 -2.218 1.960
H 3.379 -0.619 2.118
H 4.800 -0.815 1.073
H 2.135 -3.483 1.836
H 1.015 -3.904 0.515
H 0.657 -2.531 1.588
O -4.027 -0.015 -1.385
N -3.855 1.259 -1.033
O -3.089 1.403 -0.112
C -0.546 1.948 1.573
Ge -0.685 3.887 1.627
C -2.650 4.015 1.952
C -3.559 4.486 1.009
C -4.927 4.303 1.167
C -5.415 3.654 2.290
C -4.528 3.200 3.257
C -3.164 3.378 3.084
C 0.116 5.048 3.053
C 1.482 5.324 3.110
C 2.012 6.142 4.096
C 1.186 6.689 5.068
C -0.176 6.429 5.028
C -0.700 5.622 4.027
C -0.374 4.855 -0.074
C -0.978 4.358 -1.230
C -0.896 5.049 -2.430
C -0.177 6.234 -2.501
C 0.459 6.723 -1.368
C 0.348 6.043 -0.162
H -1.364 1.637 2.224
H -3.192 4.985 0.119
H -5.612 4.650 0.402
H -6.479 3.480 2.402
H -4.902 2.686 4.135
H -2.476 2.996 3.833
H 2.141 4.887 2.368
H 3.076 6.355 4.114
H 1.599 7.322 5.846
H -0.829 6.860 5.779
H -1.767 5.440 3.995
H -1.526 3.424 -1.181
H -1.397 4.655 -3.306
H -0.108 6.773 -3.439
H 1.031 7.642 -1.427
H 0.824 6.442 0.727
*
```

Results
Highest occupied orbital energy, eV: -0.52
Gap between HOMO and LUMO, Eh: 0.1758
Calculated total energy, eV: -136971.2073
Energy above the lowest of the compared OMol25 structures with the same formula, charge and spin, kJ/mol: 55.5

# 2
The following is a quantum chemistry calculation of C47H50GeN5O4TeV as an isolated structure, from the OMol25 dataset.

```
! RIJCOSX wB97M-V def2-TZVPD def2/J DEFGRID3
* xyz -1 4
V 6.247 -1.778 24.353
O 8.102 -3.174 27.856
H 8.998 -3.386 28.070
H 8.119 -2.576 27.124
O 2.189 -4.142 25.987
N 2.681 -5.095 26.366
N 4.625 3.143 26.786
C 5.015 2.086 27.090
N 5.384 0.884 27.572
C 5.370 -0.019 26.710
N 5.338 -0.958 25.954
Te 9.220 -1.079 19.100
C 9.184 -3.239 19.037
C 10.284 -3.918 19.540
C 10.374 -5.295 19.503
C 9.278 -6.017 18.929
C 8.189 -5.328 18.435
C 8.102 -3.948 18.565
H 11.102 -3.275 19.828
H 11.319 -5.821 19.782
H 9.395 -7.093 18.926
H 7.364 -5.893 17.980
H 7.231 -3.455 18.134
O 5.413 -3.466 25.021
C 6.551 -4.005 24.773
O 7.533 -3.329 24.348
C 6.639 -5.524 24.982
C 5.377 -6.384 24.603
Ge 5.329 -7.440 22.969
C 4.116 -8.918 23.332
C 4.014 -9.447 24.612
C 3.221 -10.538 24.823
C 2.609 -11.138 23.725
C 2.686 -10.621 22.454
C 3.468 -9.481 22.253
C 6.993 -8.264 22.342
C 6.990 -9.681 22.317
C 8.170 -10.346 21.952
C 9.333 -9.663 21.670
C 9.324 -8.291 21.713
C 8.174 -7.579 22.115
C 4.473 -6.461 21.459
C 3.101 -6.196 21.518
C 2.522 -5.475 20.477
C 3.289 -5.115 19.385
C 4.639 -5.412 19.322
C 5.214 -6.091 20.356
H 6.733 -5.618 26.114
H 7.511 -5.959 24.492
H 4.478 -5.739 24.750
H 5.301 -7.153 25.438
H 4.446 -8.973 25.519
H 3.099 -10.906 25.849
H 2.040 -12.039 23.916
H 2.167 -11.143 21.673
H 3.618 -9.039 21.276
H 6.125 -10.257 22.562
H 8.189 -11.425 22.009
H 10.230 -10.131 21.284
H 10.120 -7.689 21.351
H 8.269 -6.494 22.202
H 2.534 -6.600 22.353
H 1.461 -5.240 20.576
H 2.904 -4.557 18.572
H 5.224 -5.220 18.468
H 6.280 -6.435 20.347
C 7.348 3.576 24.667
C 7.503 2.202 24.116
C 8.757 1.617 23.957
C 8.859 0.368 23.437
C 10.161 -0.253 22.981
C 7.719 -0.355 23.091
C 6.462 0.224 23.279
C 6.347 1.559 23.740
N 5.463 -0.764 23.052
C 4.187 -0.424 22.414
C 3.587 -1.757 21.806
C 2.076 -1.541 21.150
C 2.232 -0.520 19.994
C 2.888 0.807 20.526
C 1.975 1.403 21.571
C 1.777 0.407 22.697
C 1.160 -0.901 22.164
C 3.162 0.145 23.395
C 4.234 0.538 21.183
H 8.087 3.771 25.400
H 6.337 3.797 25.020
H 7.641 4.392 23.959
H 9.623 2.225 24.239
H 11.023 0.207 23.463
H 10.176 -0.084 21.930
H 10.293 -1.339 23.132
H 7.879 -1.220 22.481
H 5.405 2.082 23.810
H 3.604 -2.546 22.583
H 4.190 -2.135 21.013
H 1.702 -2.464 20.697
H 1.288 -0.331 19.543
H 2.916 -0.887 19.249
H 2.934 1.512 19.710
H 0.986 1.723 21.160
H 2.385 2.298 22.041
H 1.126 0.853 23.431
H 0.191 -0.633 21.749
H 0.941 -1.605 22.930
H 2.935 -0.574 24.172
H 3.514 1.027 23.895
H 4.606 1.543 21.504
H 4.934 0.207 20.419
*
```

Results
Highest occupied orbital energy (spin up / spin down), eV: -3.25 / -3.25
Gap between HOMO and LUMO (spin up / spin down), Eh: 0.1790 / 0.1899
⟨S²⟩: 3.78
Calculated total energy, eV: -154687.5220
Energy above the lowest of the compared OMol25 structures with the same formula, charge and spin, kJ/mol: 172.4

# 3
The following is a quantum chemistry calculation of C47H50N2P2V as an isolated structure, from the OMol25 dataset.

```
! RIJCOSX wB97M-V def2-TZVPD def2/J DEFGRID3
* xyz 3 3
V -0.253 0.026 0.154
C -0.607 3.998 0.605
C 0.846 3.598 0.750
C 1.842 4.573 0.404
C 3.195 4.234 0.346
C 3.671 3.043 0.838
C 2.765 2.045 1.225
C 3.396 0.737 1.581
C 1.392 2.368 1.126
N 0.481 1.338 1.506
C 0.247 1.128 2.759
C 0.734 1.906 3.855
C -0.524 -0.164 3.022
C -0.885 -0.476 4.451
N -0.840 -0.817 1.947
C -1.151 -2.198 2.192
C -0.193 -2.976 2.842
C 1.290 -2.595 3.188
C -0.575 -4.243 3.284
C -1.873 -4.730 3.001
C -2.735 -4.016 2.207
C -2.446 -2.730 1.815
C -3.563 -1.973 1.080
H -0.636 4.609 -0.289
H -1.067 4.529 1.557
H -1.243 3.121 0.509
H 1.509 5.612 0.361
H 3.889 5.030 0.067
H 4.728 2.718 0.695
H 2.995 0.024 2.277
H 4.375 1.073 2.006
H 3.614 0.147 0.610
H 0.157 2.716 4.263
H 1.763 2.315 3.672
H 0.983 1.239 4.675
H -1.329 0.454 4.863
H -0.023 -0.909 4.939
H -1.524 -1.281 4.529
H 1.686 -1.868 2.412
H 1.845 -3.517 3.100
H 1.266 -2.153 4.219
H 0.168 -4.807 3.882
H -2.223 -5.687 3.381
H -3.673 -4.442 1.883
H -3.209 -1.675 0.058
H -3.799 -1.021 1.621
H -4.478 -2.487 0.994
C -0.639 -0.963 -3.465
C 0.178 -2.036 -2.627
P 1.279 -1.392 -1.300
C 2.557 -0.562 -2.250
C 2.859 0.765 -1.955
C 3.790 1.553 -2.688
C 4.329 0.959 -3.822
C 4.058 -0.371 -4.138
C 3.167 -1.135 -3.376
C 2.162 -2.791 -0.604
C 3.568 -2.589 -0.472
C 4.406 -3.569 -0.014
C 3.860 -4.818 0.312
C 2.500 -5.000 0.192
C 1.598 -3.999 -0.278
C -2.024 -0.690 -2.774
P -2.046 0.611 -1.498
C -1.749 2.233 -2.177
C -2.901 3.053 -2.353
C -2.718 4.368 -2.729
C -1.419 4.811 -3.042
C -0.316 4.093 -2.771
C -0.477 2.753 -2.414
C -3.797 0.511 -0.896
C -4.750 -0.257 -1.569
C -6.057 -0.230 -1.145
C -6.397 0.542 -0.024
C -5.436 1.364 0.668
C -4.137 1.298 0.162
H -0.753 -1.421 -4.452
H -0.042 -0.047 -3.566
H 0.972 -2.526 -3.260
H -0.468 -2.855 -2.400
H 2.420 1.115 -1.050
H 4.046 2.572 -2.428
H 5.044 1.512 -4.475
H 4.627 -0.766 -4.969
H 2.991 -2.164 -3.619
H 3.999 -1.666 -0.766
H 5.462 -3.288 0.137
H 4.519 -5.574 0.689
H 2.071 -5.970 0.433
H 0.504 -4.098 -0.336
H -2.426 -1.547 -2.300
H -2.712 -0.466 -3.551
H -3.900 2.601 -2.124
H -3.584 5.045 -2.811
H -1.370 5.740 -3.493
H 0.663 4.447 -3.115
H 0.381 2.055 -2.324
H -4.582 -0.772 -2.496
H -6.849 -0.699 -1.659
H -7.388 0.434 0.404
H -5.718 2.086 1.478
H -3.344 1.927 0.636
*
```

Results
Highest occupied orbital energy (spin up / spin down), eV: -16.31 / -16.31
Gap between HOMO and LUMO (spin up / spin down), Eh: 0.2100 / 0.2302
⟨S²⟩: 2.06
Calculated total energy, eV: -96769.8237

# 4
The following is a quantum chemistry calculation of C47H51Cl2GeN5ORuS as an isolated structure, from the OMol25 dataset.

```
! RIJCOSX wB97M-V def2-TZVPD def2/J DEFGRID3
* xyz 2 1
Ru -1.228 -0.122 -0.504
C -0.484 -0.550 6.585
C -0.038 0.619 5.708
C 1.469 0.840 5.905
C -0.807 1.882 6.127
C -0.321 0.360 4.235
C -1.024 -0.748 3.772
C -1.258 -0.901 2.420
N -0.837 -0.027 1.504
C -0.161 1.063 1.926
C 0.106 1.266 3.266
C 0.273 1.986 0.854
C 0.934 3.173 1.098
C 1.324 4.011 0.051
C 1.014 3.576 -1.233
C 0.342 2.381 -1.412
N -0.030 1.594 -0.402
C 2.027 5.327 0.345
C 2.359 6.095 -0.933
C 1.101 6.187 1.219
C 3.331 5.036 1.104
H -0.239 -0.333 7.624
H 0.024 -1.478 6.314
H -1.562 -0.711 6.533
H 1.676 1.001 6.963
H 1.833 1.716 5.366
H 2.042 -0.029 5.578
H -0.610 2.099 7.177
H -1.883 1.746 6.005
H -0.504 2.753 5.544
H -1.397 -1.502 4.449
H -1.813 -1.749 2.045
H 0.654 2.147 3.567
H 1.147 3.465 2.115
H 1.275 4.157 -2.105
H 0.080 2.049 -2.405
H 1.458 6.390 -1.476
H 2.997 5.516 -1.603
H 2.899 7.005 -0.676
H 0.131 6.334 0.739
H 1.552 7.168 1.373
H 0.935 5.743 2.201
H 4.009 4.428 0.503
H 3.150 4.517 2.046
H 3.834 5.974 1.336
N -5.197 0.980 -0.063
C -4.799 2.307 -0.051
C -5.536 3.482 0.040
C -4.821 4.659 0.027
C -3.421 4.660 -0.072
C -2.695 3.492 -0.161
C -3.403 2.288 -0.152
N -2.988 0.959 -0.221
C -4.085 0.226 -0.161
C -3.966 -1.217 -0.175
C -4.899 -2.193 -0.033
S -4.135 -3.714 0.002
C -2.598 -2.983 -0.330
N -2.670 -1.664 -0.290
H -6.142 0.638 -0.015
H -6.615 3.473 0.115
H -5.348 5.601 0.094
H -2.899 5.608 -0.080
H -1.620 3.523 -0.239
H -5.969 -2.096 0.047
H -1.811 -3.452 0.243
C 1.813 -0.692 -0.627
O 0.608 -1.417 -0.950
H 2.696 -1.308 -0.799
H 1.797 -0.379 0.419
H 1.887 0.185 -1.266
C 0.933 -3.665 1.010
Ge 0.916 -3.266 -0.893
C -0.498 -4.120 -1.934
C -0.335 -5.464 -2.243
C -1.298 -6.134 -2.991
C -2.404 -5.451 -3.478
C -2.566 -4.109 -3.172
C -1.676 -3.455 -2.313
C 2.622 -3.632 -1.719
C 3.622 -4.149 -0.932
C 4.906 -4.418 -1.455
C 5.172 -4.151 -2.765
C 4.172 -3.622 -3.619
C 4.439 -3.356 -4.985
C 3.467 -2.865 -5.807
C 2.174 -2.621 -5.297
C 1.894 -2.861 -3.982
C 2.880 -3.364 -3.099
H 1.302 -4.676 1.181
H -0.061 -3.592 1.450
H 1.589 -2.964 1.529
H 0.556 -6.000 -1.932
H -1.166 -7.183 -3.219
H -3.118 -5.958 -4.112
H -3.426 -3.568 -3.550
H -1.542 -2.403 -2.533
H 3.443 -4.357 0.117
H 5.671 -4.830 -0.811
H 6.155 -4.346 -3.175
H 5.432 -3.557 -5.368
H 3.678 -2.673 -6.850
H 1.402 -2.258 -5.965
H 0.892 -2.693 -3.606
Cl -1.793 0.064 -2.920
C -0.344 -0.258 -3.945
Cl 0.112 1.143 -4.888
H -0.613 -1.069 -4.613
H 0.452 -0.542 -3.265
*
```

Results
Highest occupied orbital energy, eV: -12.45
Gap between HOMO and LUMO, Eh: 0.2634
Calculated total energy, eV: -154033.7932
Energy above the lowest of the compared OMol25 structures with the same formula, charge and spin, kJ/mol: 0.0